No. 1
72
Properties=species:S:1:pos:R:3:mulliken_spin:R:1 method="wB97M-V/def2-TZVPD" gap_ev="6.76 / 6.64" spin_multiplicity=5 charge=+4
Ru -0.603 0.123 0.594 1.6620
P -1.805 0.946 2.318 -0.0549
P 1.347 -0.744 1.200 -0.0317
P -2.131 -1.313 -0.027 -0.1853
H 0.680 1.414 -1.446 0.0068
C -0.329 0.995 -1.378 0.1677
C -1.308 1.782 -0.678 0.0958
H -0.975 2.735 -0.249 0.0074
C -1.510 2.691 2.782 0.0122
C -1.534 0.018 3.868 0.0485
C -3.626 0.975 2.060 0.0281
C 2.484 -0.738 -0.227 0.0862
C 2.331 0.158 2.438 0.0082
C 1.191 -2.440 1.847 0.0615
C -3.630 -0.761 -0.924 0.0442
C -2.713 -2.436 1.285 0.0472
C -1.470 -2.431 -1.271 0.0149
H -0.628 0.323 -2.188 0.0002
H -2.366 1.735 -0.950 0.0094
H -1.222 3.258 1.888 -0.0044
H -0.696 2.753 3.518 -0.0017
H -2.419 3.135 3.216 0.0000
H -0.461 0.002 4.103 0.0013
H -1.890 -1.013 3.759 -0.0065
H -2.071 0.490 4.702 0.0059
H -3.844 1.446 1.092 -0.0003
H -4.093 1.579 2.852 0.0023
H -4.056 -0.034 2.080 0.0018
H 3.411 -1.267 0.042 0.0077
H 2.718 0.307 -0.471 0.0026
H 2.013 -1.194 -1.107 -0.0351
H 3.207 -0.445 2.720 0.0028
H 1.731 0.374 3.332 -0.0085
H 2.669 1.108 2.005 0.0037
H 2.153 -2.774 2.262 0.0055
H 0.877 -3.122 1.044 -0.0024
H 0.432 -2.456 2.643 -0.0082
H -4.107 -1.657 -1.351 0.0019
H -3.338 -0.083 -1.739 -0.0013
H -4.333 -0.249 -0.256 -0.0012
H -3.229 -3.284 0.816 0.0018
H -3.402 -1.929 1.970 0.0054
H -1.852 -2.807 1.855 -0.0204
H -2.253 -3.070 -1.692 -0.0032
H -0.683 -3.057 -0.846 -0.0117
H -1.026 -1.827 -2.067 0.0167
C 1.158 -3.382 -3.334 0.2780
C 2.432 -3.665 -3.853 0.0450
C 2.549 -4.002 -5.205 0.0973
C 1.419 -4.021 -6.039 0.2590
C 0.158 -3.744 -5.509 0.0754
C 0.015 -3.440 -4.148 0.1049
O 1.000 -2.985 -2.027 0.1457
H 1.814 -3.014 -1.492 -0.0111
H 3.304 -3.600 -3.198 -0.0019
H 3.534 -4.245 -5.604 0.0055
H 1.536 -4.253 -7.101 -0.0025
H -0.728 -3.760 -6.150 0.0048
H -0.961 -3.223 -3.724 0.0074
N 1.001 4.451 -1.167 0.3628
C 1.508 4.494 0.088 0.1057
C 2.410 5.524 0.477 0.1961
C 2.925 5.503 1.766 -0.0479
C 2.518 4.488 2.645 0.2178
C 1.589 3.550 2.176 0.0907
N 1.088 3.539 0.938 0.0711
H 0.372 3.703 -1.450 -0.0241
H 1.352 5.093 -1.858 -0.0162
H 2.643 6.298 -0.254 -0.0006
H 3.619 6.278 2.083 0.0030
H 2.888 4.424 3.667 -0.0017
H 1.213 2.772 2.848 0.0534

***

No. 2
73
Properties=species:S:1:pos:R:3:mulliken_charge:R:1 method="wB97M-V/def2-TZVPD" gap_ev=3.14
C -2.687 -0.225 -3.934 -0.0402
C -2.913 1.616 -3.651 -0.4384
H -2.316 -0.297 -4.954 0.3746
H -3.715 -0.575 -3.858 0.3879
H -2.067 -0.827 -3.243 -0.2229
H -2.555 2.077 -4.567 0.3866
H -4.000 1.635 -3.617 0.4557
H -2.575 2.164 -2.754 -0.0897
C -0.858 -3.017 -1.921 -0.5003
C 0.164 -3.969 -1.798 -0.5061
C 1.451 -3.594 -2.202 -0.7020
C 1.672 -2.309 -2.695 -0.4114
H -1.884 -3.260 -1.633 0.3802
H -0.066 -4.957 -1.412 0.3962
H 2.280 -4.301 -2.143 0.3526
H 2.659 -2.017 -3.041 0.3397
N -0.618 -1.791 -2.372 -0.0056
C 0.607 -1.372 -2.739 0.8393
C 0.818 0.064 -3.055 0.4329
N -0.238 0.952 -3.030 0.1953
C 0.051 2.285 -3.064 -0.1639
C 2.407 1.899 -3.284 -0.3985
C 1.344 2.784 -3.170 -0.8933
H -0.783 2.987 -3.001 0.2955
H 1.486 3.867 -3.175 0.3812
C 2.129 0.533 -3.250 -1.1260
H 2.939 -0.183 -3.348 0.3212
H 3.435 2.245 -3.394 0.4396
Be -1.939 0.648 -2.859 0.5370
C -2.306 0.459 -1.158 0.5444
H -3.395 0.456 -0.975 0.3131
H -1.858 1.251 -0.538 -0.8482
H -1.905 -0.494 -0.782 -0.5059
C -3.012 -0.201 2.774 -1.0725
Si -1.385 -1.147 2.666 0.1321
C -0.722 -1.493 4.396 -0.9713
C -1.650 -2.765 1.733 -0.8940
Si 0.144 0.097 1.454 0.5033
Si 0.140 2.336 2.040 0.2377
C 0.502 2.521 3.881 -0.9970
C 1.458 3.193 0.996 -0.9375
C -1.542 3.090 1.643 -1.0192
Si 2.258 -0.804 1.664 0.3093
C 2.975 -0.470 3.374 -1.2254
C 2.145 -2.663 1.371 -0.7187
C 3.300 -0.021 0.303 -0.5438
H -3.699 -0.777 3.412 0.3989
H -3.477 -0.086 1.786 0.1951
H -2.891 0.796 3.216 0.2169
H -1.363 -2.262 4.853 0.4158
H 0.310 -1.869 4.389 0.1983
H -0.761 -0.595 5.028 0.2237
H -2.489 -2.666 1.032 0.2639
H -0.770 -3.082 1.159 -0.0067
H -1.895 -3.558 2.455 0.4528
H 1.510 2.172 4.143 0.2301
H 0.431 3.590 4.134 0.3952
H -0.223 1.976 4.501 0.2097
H 1.431 2.872 -0.055 0.0138
H 1.270 4.276 1.028 0.4041
H 2.468 3.010 1.387 0.2830
H -1.674 3.217 0.560 0.1869
H -2.382 2.495 2.020 0.2073
H -1.589 4.084 2.111 0.4369
H 2.221 -0.507 4.171 0.3081
H 3.732 -1.242 3.580 0.3815
H 3.468 0.510 3.407 0.3165
H 1.934 -2.898 0.319 -0.1372
H 3.116 -3.110 1.634 0.4655
H 1.373 -3.140 1.989 0.2264
H 2.942 -0.317 -0.693 -0.2406
H 3.296 1.075 0.344 0.1690
H 4.339 -0.368 0.412 0.4615

***

No. 3
75
Properties=species:S:1:pos:R:3:mulliken_charge:R:1 method="wB97M-V/def2-TZVPD" gap_ev=6.09 charge=+2
C 5.861 0.904 1.746 -0.9799
C 6.111 1.613 0.393 -0.5379
C 4.827 2.086 -0.284 -1.1240
C 3.800 0.949 -0.513 0.5478
C 3.693 0.631 -2.016 -0.9822
C 3.120 -0.751 -2.290 -0.9079
C 1.589 -0.802 -2.193 -0.0284
C 1.105 -2.206 -2.844 -1.0505
C -0.339 -2.135 -3.365 -1.2612
C -1.274 -1.687 -2.190 1.6238
C -2.646 -2.352 -2.183 -1.0755
C -3.567 -1.800 -1.066 -1.0728
C -2.982 -0.541 -0.465 0.5906
C -3.783 0.116 0.666 -1.9664
C -2.869 1.132 1.367 1.0084
C -3.573 2.520 1.610 -1.3642
S -2.664 3.995 1.110 -0.1488
C -2.744 4.130 -0.704 -0.2780
C -3.755 3.231 -1.428 -0.7813
O -1.732 1.375 0.478 -0.3470
S -0.329 1.324 1.229 0.9337
O 0.331 0.074 0.860 0.0671
O 0.400 2.451 0.856 -0.5891
O -0.953 1.371 2.713 -0.5980
C -2.165 0.607 2.613 -0.6990
O -1.728 -0.706 2.469 0.0149
C -1.204 -1.196 3.705 -1.0062
C -0.068 -2.099 3.371 0.2287
C -0.349 -2.925 2.126 0.7757
O 0.147 -2.937 4.480 -0.5597
H 6.619 1.162 2.473 0.3619
H 4.877 1.185 2.121 0.1907
H 5.896 -0.169 1.567 0.2584
H 6.691 0.974 -0.271 0.2768
H 6.726 2.488 0.597 0.4155
H 5.091 2.516 -1.248 0.4477
H 4.384 2.869 0.326 0.4138
H 2.829 1.360 -0.222 -0.3657
H 4.072 0.064 0.066 0.2499
H 4.717 0.627 -2.393 0.5242
H 3.183 1.417 -2.566 0.3813
H 3.370 -1.023 -3.311 0.5426
H 3.558 -1.505 -1.621 0.3186
H 1.085 0.039 -2.656 0.4800
H 1.316 -0.771 -1.104 0.3600
H 1.109 -2.994 -2.031 0.6031
H 1.837 -2.527 -3.573 0.6267
H -0.654 -3.089 -3.776 0.4479
H -0.399 -1.373 -4.135 0.4432
H -1.324 -0.603 -2.229 0.5233
H -0.760 -1.969 -1.256 -1.4165
H -3.083 -2.300 -3.177 0.4364
H -2.500 -3.416 -1.997 0.3455
H -3.629 -2.546 -0.273 0.3986
H -4.581 -1.667 -1.437 0.3299
H -2.868 0.241 -1.209 0.4542
H -2.023 -0.823 -0.033 -0.2441
H -4.606 0.624 0.175 0.5996
H -4.228 -0.584 1.371 0.5124
H -4.508 2.511 1.061 0.5242
H -3.854 2.628 2.654 0.4577
H -2.971 5.162 -0.946 0.4816
H -1.755 3.932 -1.111 0.2433
H -3.945 2.282 -0.943 0.0317
H -3.327 2.990 -2.401 0.3086
H -4.678 3.752 -1.655 0.3333
H -2.808 0.591 3.492 0.9503
H -0.794 -0.434 4.365 0.5414
H -1.962 -1.735 4.278 0.3915
H 0.847 -1.514 3.211 0.1195
H -0.110 -3.979 2.243 0.5294
H 0.263 -2.543 1.306 -1.4500
H -1.386 -2.881 1.798 0.1540
H 0.980 -3.420 4.395 0.3796
Ca 1.041 -1.918 -0.177 0.6554